{
  "formula": "C7H9NP2",
  "method": "ωB97M-V with the def2-TZVPD basis set",
  "gap_ev": 8.305,
  "molar_mass_g_mol": 169.10,
  "de_lowest_kcal_mol": 6.2,
  "homo_ev": -8.07,
  "smiles": "C1=PCP[C@@H]1c1ccc[nH]1",
  "total_energy_ha": -1009.513459,
  "elements": ["C", "P", "C", "P", "C", "C", "C", "C", "C", "N", "H", "H", "H", "H", "H", "H", "H", "H", "H"],
  "coordinates": [[1.5200, 1.0805, 0.4199], [3.0614, 1.0365, -0.1376], [3.1770, -0.8340, -0.0909], [1.4748, -1.6012, -0.3477], [0.6562, -0.1489, 0.4399], [-0.8024, 0.0434, 0.0180], [-1.4380, 1.0988, -0.5730], [-2.8223, 0.9456, -0.4419], [-3.0413, -0.2519, 0.1481], [-1.7733, -0.8942, 0.3320], [1.0676, 2.0361, 0.5216], [3.8585, -1.1719, -0.7741], [3.4193, -1.1131, 0.9086], [1.4878, -1.1079, -1.7199], [0.3724, -0.6319, 1.5163], [-1.1627, 1.9656, -1.0392], [-3.5477, 1.6824, -0.8236], [-3.9786, -0.7103, 0.4749], [-1.5287, -1.4236, 1.1686]],
  "forces_ev_per_angstrom": [[-0.6, -0.7, -0.6], [0.5, -0.7, 0.2], [-2.4, 1.0, 1.0], [1.1, 0.8, -1.3], [-2.4, -1.3, 2.1], [0.5, 0.7, -1.1], [-0.1, -0.9, 0.8], [-1.2, -0.3, -0.3], [0.1, -1.2, 0.6], [-0.4, 1.3, 1.1], [-0.6, 0.7, 0.4], [1.9, -1.1, -1.6], [0.8, -0.2, 0.8], [-0.5, -0.3, 0.6], [1.5, 1.4, -1.5], [1.8, 1.8, -0.9], [0.3, -0.7, 0.4], [0.6, 0.0, -0.3], [-0.8, -0.3, -0.4]],
  "lowdin_charge": [-0.479, 0.907, -0.658, 0.871, -0.577, -0.338, -0.078, -0.116, -0.114, 0.051, 0.026, -0.028, 0.005, -0.041, 0.140, 0.076, 0.111, 0.104, 0.136]
}


{
  "formula": "C7H9NS2",
  "method": "ωB97M-V with the def2-TZVPD basis set",
  "gap_ev": 9.140,
  "molar_mass_g_mol": 171.29,
  "de_lowest_kcal_mol": 32.5,
  "homo_ev": -8.55,
  "smiles": "[H]/N=C1\\CS1.Cc1ccsc1",
  "total_energy_ha": -1123.156061,
  "elements": ["H", "N", "C", "C", "S", "H", "H", "C", "C", "C", "C", "S", "C", "H", "H", "H", "H", "H", "H"],
  "coordinates": [[1.4637, -0.5284, -2.6764], [1.6693, 0.0824, -1.7868], [1.0765, 1.1402, -1.6322], [0.2210, 2.2513, -2.0214], [1.1295, 2.4019, -0.4577], [-0.9978, 2.3253, -1.8131], [0.5520, 2.8575, -2.7709], [-0.0001, 0.1779, 2.2716], [-0.5376, -0.4549, 1.0471], [-0.2435, -1.7467, 0.4838], [-0.9117, -2.1064, -0.6322], [-1.8823, -0.7560, -1.2018], [-1.3860, 0.1439, 0.1861], [-0.4051, 1.1413, 2.5109], [-0.0466, -0.5447, 3.0731], [1.0757, 0.2711, 2.1305], [0.2962, -2.4079, 1.0145], [-1.1071, -3.1433, -1.0797], [-1.9100, 1.1658, 0.1990]],
  "forces_ev_per_angstrom": [[0.1, 1.9, 2.1], [0.6, -3.3, -2.3], [-0.9, 0.8, 0.1], [-4.4, -0.8, 2.1], [0.6, 0.7, 0.9], [3.3, -0.7, -0.9], [0.7, 1.6, -2.0], [1.3, -1.2, -0.3], [-0.7, 0.1, -1.8], [-1.5, 1.2, -0.2], [-1.3, -0.8, -1.2], [0.7, -0.9, 1.0], [-2.2, 2.7, -0.9], [-0.4, 0.3, 0.1], [-0.4, 0.1, 0.6], [0.2, 0.4, -0.1], [2.0, -2.3, 1.6], [0.9, 1.8, 0.7], [1.2, -1.5, 0.5]],
  "lowdin_charge": [0.120, 0.104, -0.825, -0.374, 0.863, 0.129, 0.022, -0.054, -0.383, -0.170, -0.401, 0.926, -0.454, 0.076, 0.078, 0.080, 0.070, 0.095, 0.098]
}